A 2-piece molecular cluster, C4H11NS overall, computed with the ωB97M-V functional and the def2-TZVPD basis.

CARTESIAN COORDINATES (ANGSTROEM)
H (-3.404, 0.679, -1.093)
C (1.507, 0.673, -1.274)
C (-1.216, 0.342, 1.378)
H (1.656, 1.654, -1.751)
H (-0.964, 0.863, 2.280)
H (-2.076, 2.032, 0.494)
H (-2.579, -0.713, -0.366)
H (1.270, -1.008, 1.115)
H (-1.108, -0.712, 1.353)
H (1.624, -2.240, -0.281)
H (1.261, -0.071, -2.065)
H (2.814, -1.877, 1.225)
C (-1.903, 0.934, 0.405)
S (2.935, -0.136, -0.453)
H (0.615, 0.750, -0.554)
C (2.085, -1.458, 0.386)
N (-2.515, 0.288, -0.796)

Cartesian forces, eV/Å:
H 0.2 -0.2 0.5
C -1.5 -1.2 0.3
C -1.0 0.2 -0.7
H 0.5 -0.4 0.4
H 0.4 0.3 0.0
H 0.1 -0.9 -0.3
H -0.6 2.1 -2.0
H 1.2 -0.8 -1.8
H 0.3 -1.0 0.1
H 0.7 0.7 0.8
H -0.3 0.8 0.3
H -1.2 0.4 -2.3
C -1.5 1.4 -1.3
S 0.2 0.9 -0.1
H 1.4 -0.1 -1.0
C -0.9 -0.3 3.3
N 2.0 -1.8 3.7

Properties
Strongest force on any atom: 4.63 eV Å⁻¹
HOMO-LUMO gap: 9.21 eV
Relative energy (zero: lowest compared OMol25 entry of this formula, charge and spin): 189.2 kJ/mol
LUMO level: 1.01 eV
Structure (SMILES): C=CN.CSC
Electronic energy: -16649.832 eV